[1]
This record from the OMol25 dataset describes a molecular structure, C23H24BrN2O5SV at a distorted geometry. The level of theory is ωB97M-V/def2-TZVPD.

- LUMO (spin up / spin down) (eV) = 2.530 / 2.529
- ⟨S²⟩ = 3.76
- 2S+1 = 4
- E_tot (eV) = -144027.712
- energy above the lowest of the compared OMol25 structures with the same formula, charge and spin (kJ/mol) = 45.9
- charge = -1
- highest occupied orbital energy (spin up / spin down) (eV) = -3.533 / -4.232
- F_max (Eh/bohr) = 0.029

Cartesian coordinates (Å):
V1 -1.51213 -1.41734 0.27297
C1 -4.97950 -3.69023 -0.91099
C2 -4.14780 -2.44928 -0.66589
O1 -2.94369 -2.68016 -0.29570
C3 -4.74032 -1.21384 -0.86407
C4 -4.09143 0.04818 -0.69573
C5 -4.84997 1.29656 -1.06081
N1 -2.86923 0.13809 -0.25888
N2 -2.34142 1.42586 -0.19378
C6 -1.10598 1.40573 0.21599
O2 -0.42021 0.35224 0.51803
C7 -0.43841 2.73255 0.36477
C8 0.82763 2.79467 0.93894
C9 1.47867 4.01272 1.09324
C10 0.86921 5.18581 0.67413
C11 -0.39862 5.13135 0.10319
C12 -1.04811 3.91613 -0.04852
H1 -5.18897 -4.16924 0.04837
H2 -4.39263 -4.39029 -1.50721
H3 -5.91814 -3.46624 -1.41356
H4 -5.76402 -1.19917 -1.20779
H5 -5.87194 1.05474 -1.34722
H6 -4.34768 1.80230 -1.88680
H7 -4.85044 1.99121 -0.22042
H8 1.28601 1.86832 1.26387
H9 2.46446 4.04507 1.54218
H10 1.37570 6.13605 0.79142
H11 -0.88092 6.04481 -0.22388
H12 -2.03438 3.85517 -0.48784
Br1 3.88519 -4.60217 1.45518
C13 3.44613 -2.82861 1.97756
C14 4.51737 -1.98725 2.25541
C15 4.29057 -0.66163 2.58670
C16 2.99135 -0.17676 2.61240
C17 1.93475 -1.02155 2.31288
C18 2.13262 -2.37137 2.00970
C19 0.90078 -3.21139 1.69319
O3 0.87648 -4.39002 2.01622
O4 -0.02395 -2.53428 1.12856
H13 5.52516 -2.37668 2.20264
H14 5.12767 -0.01111 2.80826
H15 2.80212 0.86232 2.85397
H16 0.92031 -0.64356 2.27515
O5 -0.57358 -1.19176 -2.07082
S1 0.83720 -1.33094 -2.54471
C20 1.47785 0.36537 -2.85820
C21 2.39150 0.75568 -1.70096
C22 3.06327 -0.53650 -1.24266
C23 1.92270 -1.52847 -1.10071
H17 0.58936 0.98873 -2.95776
H18 2.00613 0.33277 -3.81278
H19 1.79039 1.15835 -0.88415
H20 3.11400 1.51746 -2.00002
H21 3.58694 -0.42355 -0.29188
H22 3.79085 -0.87697 -1.98715
H23 1.28420 -1.26691 -0.25843
H24 2.22689 -2.57092 -1.01557

Cartesian forces (eV/Å) of the 3 atoms listed first:
0.24 0.92 -1.12
0.15 0.02 0.07
-0.13 -0.04 -0.14

natural (NBO) atomic charge list, values in e, 5 entries: V 1.378; C -0.662; C 0.471; O -0.771; C -0.492

---

[2]
This record from the OMol25 dataset describes a molecular structure, C23H24Cl2N6PV at a distorted geometry. The level of theory is ωB97M-V/def2-TZVPD.

- LUMO (spin up / spin down) (eV) = -6.035 / -6.066
- ⟨S²⟩ = 2.04
- 2S+1 = 3
- E_tot (eV) = -93188.429
- energy above the lowest of the compared OMol25 structures with the same formula, charge and spin (kJ/mol) = 0.0
- charge = +2
- highest occupied orbital energy (spin up / spin down) (eV) = -12.956 / -12.979
- F_max (Eh/bohr) = 0.087

Cartesian coordinates (Å):
V1 -0.43153 -1.00824 -0.52178
C1 -1.15847 0.72315 4.58026
N1 -0.90388 -0.19287 3.48469
C2 -0.55393 -1.58317 3.59580
C3 -0.38208 -2.03751 2.34924
N2 -0.61764 -0.99842 1.40806
C4 -0.92899 0.12989 2.12651
P1 -1.38679 1.73226 1.50783
C5 -2.48186 1.04186 0.27251
N3 -2.12800 0.10214 -0.65658
C6 -3.19161 -0.05159 -1.53287
C7 -4.21377 0.73547 -1.17332
N4 -3.78087 1.45526 -0.00546
C8 -4.56048 2.41269 0.76332
C9 -0.06506 1.85916 0.31195
N5 0.22112 0.98769 -0.69675
C10 1.07249 1.65392 -1.59786
C11 1.31806 2.89618 -1.17440
N6 0.59224 3.06074 0.05267
C12 0.57766 4.24719 0.88045
H1 -0.95739 0.22212 5.52451
H2 -2.19156 1.07792 4.55677
H3 -0.49473 1.58784 4.51247
H4 -0.47495 -2.10958 4.52959
H5 -0.09730 -3.03163 2.02219
H6 -3.12839 -0.72662 -2.37179
H7 -5.19532 0.84551 -1.62084
H8 -5.58576 2.42933 0.39397
H9 -4.10746 3.41033 0.66688
H10 -4.54767 2.12363 1.81656
H11 1.43943 1.19016 -2.50437
H12 1.91724 3.67189 -1.62874
H13 1.39442 4.90673 0.56824
H14 0.72309 3.97350 1.92401
H15 -0.36930 4.77634 0.79979
Cl1 -2.38427 -2.83309 -0.33738
C13 -1.30005 -4.23205 -0.60409
Cl2 0.33376 -3.49835 -0.78821
H16 -1.57530 -4.72194 -1.53654
H17 -1.31308 -4.88292 0.26758
C14 3.34800 -1.61715 -4.14528
C15 1.93740 -1.56512 -4.03025
C16 1.34926 -1.33996 -2.81683
C17 2.15221 -1.20268 -1.61472
C18 1.57281 -0.99007 -0.35124
C19 2.35566 -0.80913 0.74675
C20 3.76625 -0.94436 0.65334
C21 4.36616 -1.16126 -0.57534
C22 3.57121 -1.27754 -1.74391
C23 4.14727 -1.46175 -3.02610
H18 3.80404 -1.77089 -5.11243
H19 1.30316 -1.71136 -4.89729
H20 0.25534 -1.26306 -2.72565
H21 1.93437 -0.58711 1.71993
H22 4.38672 -0.85545 1.54142
H23 5.44016 -1.26956 -0.68114
H24 5.22794 -1.51843 -3.10614

Cartesian forces (eV/Å) of the 3 atoms listed first:
0.83 -0.51 -1.49
-0.03 0.41 0.25
0.60 -1.77 -1.86

natural (NBO) atomic charge list, values in e, 5 entries: V 1.234; C -0.417; N -0.303; C -0.032; C -0.063

---

[3]
This record from the OMol25 dataset describes C23H24ClN3O4 in the gas phase at a distorted geometry. The level of theory is ωB97M-V/def2-TZVPD.

- SMILES = O=C([C@@H]1CC(=O)N(c2ccc(Cl)cc2)C1)N1CCN(Cc2ccc3c(c2)OCO3)CC1
- LUMO (eV) = 0.400
- E_tot (eV) = -49403.331
- energy above the lowest of the compared OMol25 structures with the same formula, charge and spin (kJ/mol) = 2165.5
- highest occupied orbital energy (eV) = -7.445
- F_max (Eh/bohr) = 0.314

Cartesian coordinates (Å):
O1 -0.76009 1.45939 2.55503
C1 -0.08356 0.85304 1.94642
C2 0.71388 -0.23431 2.35369
C3 0.14648 -1.58563 1.74751
C4 -0.96715 -2.30349 2.76977
O2 -1.95052 -2.88817 2.53746
N1 -0.48324 -1.51558 3.98439
C5 -1.45881 -1.57323 5.08281
C6 -0.86636 -1.17111 6.19074
C7 -1.53723 -1.13163 7.61103
C8 -2.68804 -1.85779 7.37159
Cl1 -3.79463 -1.78922 9.04403
C9 -3.38720 -2.18461 6.20538
C10 -2.65381 -1.99455 5.10371
C11 0.47556 -0.56668 3.72144
N2 0.14210 1.12171 0.65049
C12 1.11838 0.62560 -0.34631
C13 0.48217 0.26258 -1.70092
N3 -0.11287 1.36285 -2.31080
C14 0.51782 2.10772 -3.03679
C15 1.02642 1.56687 -4.26226
C16 2.64446 1.58506 -4.49069
C17 3.17528 1.08525 -5.46982
C18 2.37031 0.27968 -6.39587
C19 0.77844 0.06773 -6.10109
C20 0.41113 0.70930 -5.10010
O3 0.46995 -0.71506 -7.23709
C21 1.38906 -1.10932 -8.01913
O4 2.75000 -0.54823 -7.55411
C22 -1.31029 1.92930 -1.37689
C23 -0.53808 2.37089 -0.13387
H1 1.85687 -0.24802 2.32590
H2 0.70622 -2.49638 1.82469
H3 -0.25526 -1.49183 0.89086
H4 -0.10854 -0.63707 6.32561
H5 -1.24063 -0.65404 8.57115
H6 -4.46977 -2.65267 6.43178
H7 -3.19032 -2.53288 4.06342
H8 1.20998 -0.96450 4.37591
H9 0.07601 0.42919 4.28324
H10 1.51899 -0.07168 0.06641
H11 1.93669 1.26864 -0.63176
H12 1.02302 -0.31126 -2.43492
H13 -0.43671 -0.51844 -1.48669
H14 1.43939 2.68367 -2.47772
H15 -0.07504 3.01290 -3.35121
H16 3.04459 1.99843 -3.79610
H17 4.19810 1.19011 -5.68150
H18 -0.81979 0.75648 -4.96629
H19 0.90432 -0.68891 -9.11461
H20 1.38811 -2.11654 -7.95989
H21 -1.78521 2.71935 -1.92932
H22 -2.02303 1.37358 -1.00736
H23 -1.16834 2.77676 0.73332
H24 0.25082 2.95677 -0.39470

Cartesian forces (eV/Å) of the 3 atoms listed first:
-9.41 7.56 8.69
7.77 -4.04 -9.15
3.10 -6.79 0.39

natural (NBO) atomic charge list, values in e, 5 entries: O -0.548; C 0.669; C -0.355; C -0.481; C 0.747

---

[4]
This record from the OMol25 dataset describes a molecular structure, C23H24ClN6PtS at a distorted geometry. The level of theory is ωB97M-V/def2-TZVPD.

- LUMO (eV) = -4.633
- E_tot (eV) = -59778.386
- energy above the lowest of the compared OMol25 structures with the same formula, charge and spin (kJ/mol) = 119.6
- charge = +1
- highest occupied orbital energy (eV) = -11.274
- F_max (Eh/bohr) = 0.057

Cartesian coordinates (Å):
Pt1 0.43498 0.93194 0.56255
C1 0.97051 -5.28777 1.72846
C2 1.49018 -4.15448 2.60610
N1 2.03186 -3.04291 1.82936
C3 1.29083 -2.05632 1.31966
S1 2.18311 -0.79800 0.46836
N2 0.00246 -2.08866 1.45637
N3 -0.66906 -0.99962 1.06072
C4 -1.94679 -1.02644 0.96141
C5 -2.75655 -2.26991 1.15398
C6 -2.57537 0.24016 0.57060
C7 -3.94010 0.46224 0.67732
C8 -4.46554 1.68001 0.27644
C9 -3.62192 2.64014 -0.25563
C10 -2.26994 2.36009 -0.31668
N4 -1.76008 1.20073 0.09948
H1 0.75377 -6.16406 2.33838
H2 1.71311 -5.56273 0.97938
H3 0.05530 -4.98839 1.21957
H4 2.29276 -4.51191 3.24923
H5 0.68764 -3.75859 3.22530
H6 3.00287 -3.07003 1.56297
H7 -2.11373 -3.13525 1.02202
H8 -3.56472 -2.30507 0.42414
H9 -3.18996 -2.31552 2.15549
H10 -4.57765 -0.31089 1.08105
H11 -5.52422 1.87573 0.37921
H12 -3.99964 3.59000 -0.60371
H13 -1.56497 3.08580 -0.69929
C11 -1.07732 -0.64995 -4.82858
C12 -1.36116 -1.04121 -3.52975
C13 -0.68334 -0.47156 -2.46484
C14 0.27057 0.51103 -2.69189
C15 0.55609 0.90854 -4.00247
C16 -0.11140 0.32321 -5.05956
N5 0.95497 1.08328 -1.59494
N6 1.90954 1.84277 -1.81903
C17 2.51764 2.42962 -0.73275
C18 3.62284 3.25992 -0.92598
C19 4.29773 3.76671 0.16354
C20 3.88097 3.43738 1.44861
C21 2.76823 2.62467 1.64607
C22 2.05333 2.14980 0.56612
H14 -1.59773 -1.10582 -5.65975
H15 -2.11527 -1.79495 -3.34615
H16 -0.87672 -0.79762 -1.45270
H17 1.31643 1.66043 -4.15600
H18 0.12328 0.62691 -6.07079
H19 3.94569 3.47269 -1.93701
H20 5.15730 4.40652 0.02092
H21 4.42976 3.79402 2.30994
H22 2.48451 2.37561 2.65927
Cl1 -0.56790 3.18118 2.39667
C23 -0.07391 1.47573 2.48764
H23 -0.93493 0.91591 2.84274
H24 0.74169 1.39490 3.19843

Cartesian forces (eV/Å) of the 3 atoms listed first:
1.03 -2.75 -0.17
-0.01 0.08 0.06
-0.12 -0.24 -0.29

natural (NBO) atomic charge list, values in e, 5 entries: Pt 1.042; C -0.617; C -0.219; N -0.554; C 0.315